# C19H35N2O3

An isolated ion of composition C19H35N2O3 and charge +1 at a distorted geometry (ωB97M-V/def2-TZVPD, OMol25).

Geometry as XYZ:
```
59
Properties=species:S:1:pos:R:3:forces:R:3
O -2.728876 1.343247 0.659787 -0.393 -0.130 0.226
O 1.205419 -1.151299 -0.064741 -0.229 -0.406 0.298
O 1.953717 0.525319 -1.339594 0.010 0.106 -0.061
N -2.477282 -1.225150 0.154745 -0.041 0.554 0.204
N -0.541276 1.894775 0.462212 0.002 0.010 -0.015
C -1.844327 2.153081 0.367244 0.224 0.188 -0.146
C -0.663489 3.906305 -0.732839 -0.026 0.017 0.051
C -1.064905 -1.592381 0.384674 1.018 -0.201 0.081
C -5.668984 -0.971595 0.443723 0.163 0.251 0.078
C 5.936246 -1.147380 -0.382274 0.030 0.333 0.001
C -0.057761 -0.500857 -0.001096 -0.231 0.381 -0.318
C 7.124646 -0.273872 0.022069 -0.084 -0.205 0.124
C -5.140559 -0.280952 -0.810896 -0.235 -0.165 -0.061
C -2.785473 -1.214342 -1.301922 -0.314 -0.051 -0.755
C 0.309422 2.980459 0.006490 0.430 0.333 -0.118
C 2.165706 -0.523853 -0.794433 -0.044 -0.110 -0.033
C -4.588256 -1.251082 1.482998 -0.197 -0.095 -0.218
C 7.132921 0.089041 1.502398 0.048 0.021 -0.243
C -3.407980 -2.064322 0.957648 -0.434 -0.321 0.567
C -4.271860 -1.212073 -1.658584 0.067 0.174 0.167
C -0.020817 0.673142 1.012346 -0.042 -0.268 -0.102
C -2.032447 3.553470 -0.143357 -0.063 0.171 -0.107
C 4.601709 -0.411429 -0.293278 0.046 -0.282 -0.109
C 3.448112 -1.292751 -0.792672 0.196 0.195 0.093
H 1.096949 2.587591 -0.639400 -0.078 0.086 0.112
H 7.087782 -0.808400 2.115453 -0.009 -0.081 0.123
H 8.042052 -0.817808 -0.209927 0.031 0.066 -0.071
H -6.156533 -1.906578 0.160378 -0.063 -0.044 -0.004
H 8.045943 0.624113 1.749894 0.046 0.064 0.112
H -0.648050 3.689407 -1.800786 0.018 -0.007 0.015
H -0.268163 -0.088662 -0.998222 -0.039 -0.060 0.250
H -2.849601 3.613207 -0.859891 -0.025 -0.056 0.070
H 4.407288 -0.121977 0.740548 -0.028 0.098 0.039
H -3.745394 -2.908359 0.355421 0.115 -0.016 -0.028
H -4.589151 0.618106 -0.536221 -0.048 0.106 -0.055
H -0.409902 4.953757 -0.595887 0.029 0.001 -0.046
H 7.122041 0.638776 -0.577283 0.066 0.005 -0.089
H -0.915396 -1.814368 1.443608 -0.174 -0.011 -0.068
H 6.084145 -1.484621 -1.410436 -0.041 -0.096 -0.031
H -5.035937 -1.803238 2.310114 0.106 -0.014 0.056
H -6.425801 -0.337903 0.905617 -0.075 -0.042 0.023
H 3.658349 -1.597336 -1.820595 -0.076 -0.040 -0.003
H -0.595942 0.414650 1.907729 0.068 0.034 -0.027
H 0.768650 3.474038 0.869486 0.004 -0.031 -0.046
H 6.291152 0.727572 1.758614 -0.079 0.070 0.108
H -4.217581 -0.305298 1.881918 0.031 -0.007 0.122
H 3.336794 -2.182009 -0.173022 0.026 -0.014 -0.081
H -2.611267 -0.203143 0.483100 0.221 -0.466 -0.154
H -2.326318 -0.316950 -1.719613 0.071 -0.056 0.107
H 5.906141 -2.032370 0.256978 0.011 -0.114 -0.016
H 1.014389 0.847631 1.309782 -0.098 -0.034 -0.008
H -0.825670 -2.497796 -0.180824 -0.172 0.081 0.057
H -2.856696 -2.463959 1.809961 0.089 0.048 -0.163
H 4.640294 0.495307 -0.899547 -0.019 0.049 0.041
H -4.327397 -0.909824 -2.705387 0.074 -0.074 -0.017
H -5.996426 0.029282 -1.410104 0.020 0.058 -0.030
H -4.679317 -2.222475 -1.605418 0.029 -0.053 -0.067
H -2.289465 4.191895 0.705134 -0.039 -0.033 0.030
H -2.315588 -2.087773 -1.761849 0.111 0.079 0.139
```
Positions in Å, forces in eV/Å.

Molar mass, g mol⁻¹: 339.5
Max |F|, eV/Å: 1.04
Calculated total energy, eV: -29389.745
Total charge: +1
Relative energy (zero: lowest compared OMol25 entry of this formula, charge and spin), kcal per mole: 0.82
Spin multiplicity: 1